Molecular formula: C17H37ClN5O4
Method: DFT, the ωB97M-V functional and the def2-TZVPD basis

Last column: Mulliken charge in e.
Element x y z (Å)
N 1.449 1.550 0.386  -0.59
C 0.498 2.110 -0.577  -0.67
C -0.898 1.591 -0.340  0.40
C -1.212 0.258 -0.351  -0.02
C -2.519 -0.126 -0.108  -0.55
N -3.518 0.690 0.165  -0.68
N -3.169 1.956 0.164  0.45
Cl -4.428 3.041 0.568  0.07
C -1.967 2.444 -0.083  -0.01
H 1.104 1.658 1.333  0.29
H 1.556 0.553 0.245  0.26
H 0.818 1.848 -1.579  0.09
H 0.486 3.185 -0.444  0.49
H -0.478 -0.505 -0.539  0.44
H -2.774 -1.171 -0.131  0.45
H -1.832 3.510 -0.067  0.50
C -2.987 0.710 3.622  -0.65
O -2.253 -0.470 3.359  -0.18
C -1.358 -0.853 4.407  -0.93
C -1.831 -2.106 5.112  -0.21
N -3.034 -1.855 5.893  -0.31
C -3.681 -3.054 6.428  -0.69
C -4.224 -4.086 5.444  -0.47
O -5.338 -3.647 4.688  -0.43
C -5.038 -2.917 3.519  -0.52
H -3.480 0.987 2.691  0.07
H -3.754 0.562 4.387  0.35
H -2.327 1.529 3.927  0.38
H -1.216 -0.034 5.116  0.42
H -0.392 -1.063 3.940  0.38
H -1.038 -2.448 5.782  0.40
H -1.982 -2.879 4.347  0.17
H -3.702 -1.359 5.321  0.07
H -4.517 -2.715 7.043  0.38
H -2.977 -3.553 7.100  0.40
H -4.586 -4.929 6.036  0.35
H -3.447 -4.487 4.782  0.34
H -4.102 -3.248 3.060  0.25
H -4.989 -1.841 3.717  0.14
H -5.849 -3.083 2.809  0.35
C 1.681 2.768 -4.673  -0.91
O 2.001 1.696 -3.799  -0.22
C 1.846 0.403 -4.382  -0.68
C 3.183 -0.266 -4.624  -0.30
N 3.920 0.393 -5.691  -0.30
C 5.308 -0.049 -5.842  -0.70
C 6.274 0.179 -4.683  -0.46
O 6.585 1.536 -4.437  -0.42
C 5.676 2.238 -3.614  -0.52
H 1.654 3.680 -4.077  0.26
H 2.431 2.893 -5.457  0.33
H 0.701 2.623 -5.135  0.40
H 1.260 0.458 -5.303  0.41
H 1.284 -0.206 -3.664  0.32
H 3.005 -1.307 -4.908  0.38
H 3.731 -0.264 -3.672  0.18
H 3.918 1.390 -5.528  0.08
H 5.712 0.470 -6.713  0.38
H 5.302 -1.116 -6.084  0.39
H 7.219 -0.292 -4.962  0.35
H 5.947 -0.313 -3.759  0.33
H 5.222 1.587 -2.861  0.26
H 4.890 2.721 -4.203  0.14
H 6.231 3.023 -3.102  0.33

Computed properties:
2S+1	1
frontier orbital gap	5.2983	eV
net charge	+1
electronic energy	-46380.3012	eV
lowest unoccupied orbital energy	-5.23	eV

Molecular formula: C17H37N2O3
Method: DFT, the ωB97M-V functional and the def2-TZVPD basis

Last column: Mulliken charge in e.
Element x y z (Å)
C 5.639 0.021 -0.975  -1.44
C 5.298 -1.261 -1.776  1.14
C 6.431 -1.564 -2.768  -1.76
C 3.935 -1.156 -2.504  -1.28
C 2.948 -2.304 -2.231  0.87
C 3.579 -3.700 -2.257  -1.79
C 2.217 -2.143 -0.902  -0.91
O 1.644 -0.825 -0.753  -0.14
O 0.218 -0.947 -0.693  -0.22
C -0.414 -0.430 -1.775  0.54
N 0.383 0.009 -2.808  -0.38
O -1.622 -0.423 -1.736  -0.59
H 6.385 0.621 -1.505  0.40
H 6.030 -0.217 0.016  0.32
H 4.764 0.661 -0.834  0.33
H 5.269 -2.084 -1.054  0.08
H 6.364 -0.894 -3.630  0.40
H 7.403 -1.381 -2.298  0.45
H 6.427 -2.603 -3.102  0.35
H 3.451 -0.226 -2.189  0.32
H 4.086 -1.057 -3.583  0.46
H 2.189 -2.286 -3.022  0.37
H 4.147 -3.919 -1.348  0.34
H 4.234 -3.826 -3.121  0.36
H 2.801 -4.466 -2.329  0.47
H 1.403 -2.869 -0.835  0.49
H 2.886 -2.293 -0.047  0.27
H -0.218 0.258 -3.584  0.29
H 1.006 0.765 -2.554  0.23
C -1.004 2.986 0.326  -1.15
C -0.989 2.004 1.500  -0.55
C -1.798 0.729 1.282  -0.31
N -3.246 0.725 1.734  0.34
C -3.959 1.977 1.303  -0.73
C -5.383 2.060 1.827  -0.80
C -5.404 1.946 3.348  -0.63
C -4.702 0.669 3.797  -0.71
C -3.294 0.583 3.234  -0.58
C -3.869 -0.472 1.085  -1.02
H -1.953 3.507 0.210  0.32
H -0.235 3.744 0.462  0.41
H -0.797 2.465 -0.611  0.21
H -1.267 2.508 2.429  0.26
H 0.042 1.676 1.640  0.50
H -1.344 -0.100 1.823  0.39
H -1.811 0.462 0.226  0.10
H -3.385 2.812 1.702  0.44
H -3.917 2.001 0.214  0.47
H -5.793 3.020 1.514  0.39
H -6.016 1.295 1.373  0.34
H -6.428 1.964 3.717  0.38
H -4.897 2.813 3.784  0.31
H -5.286 -0.207 3.507  0.33
H -4.629 0.635 4.884  0.41
H -2.827 -0.373 3.467  0.38
H -2.673 1.382 3.639  0.37
H -3.302 -1.351 1.380  0.33
H -3.816 -0.344 0.006  0.35
H -4.901 -0.575 1.398  0.49

Computed properties:
2S+1	1
energy above the lowest of the compared OMol25 structures with the same formula, charge and spin	3.9	kcal per mole
frontier orbital gap	10.6558	eV
net charge	+1
electronic energy	-27344.4320	eV
lowest unoccupied orbital energy	-2.02	eV

Molecular formula: C17H38BrCl2CsF2IKLiN6NaO3PS2Si2
Method: DFT, the ωB97M-V functional and the def2-TZVPD basis

Last column: Mulliken charge in e.
Element x y z (Å)
O -5.409 5.800 3.264  -0.30
N -4.461 5.899 2.609  0.22
O -3.444 4.932 3.011  -0.27
C -3.619 3.803 2.146  0.10
C -3.606 4.172 0.633  -1.16
C -3.202 2.779 0.049  0.30
Cl -4.737 1.869 0.210  -0.11
N -1.965 2.444 0.869  0.52
C -0.800 3.340 0.569  -0.50
C -0.429 3.431 -0.936  -0.73
C -0.315 4.920 -1.391  -1.39
S 1.421 5.492 -1.350  -0.16
C 1.584 5.881 0.430  0.26
S 2.748 5.202 1.317  -0.18
N 0.595 6.722 0.906  0.09
C 0.033 7.770 0.193  -0.30
C -0.944 8.240 1.032  -0.38
N -0.934 7.530 2.219  -0.57
C -0.014 6.621 2.143  -0.14
P -1.062 0.673 0.913  -0.05
O -2.120 -0.453 1.070  -0.07
I 0.248 0.711 3.057  -0.17
C -2.382 2.865 2.283  -0.75
H -4.524 3.326 2.520  0.51
H -4.591 4.394 0.229  0.59
H -2.919 4.994 0.406  0.20
H -3.088 2.906 -1.025  0.19
H 0.089 2.993 1.102  0.52
H -0.982 4.348 0.945  -0.16
H 0.568 3.002 -1.054  0.49
H -1.086 2.864 -1.602  0.56
H -0.627 4.984 -2.446  0.40
H -0.957 5.570 -0.768  0.66
H 0.294 8.097 -0.794  0.50
H -1.639 9.043 0.737  0.40
H 0.256 5.888 2.888  0.48
H -2.343 -0.921 0.147  0.20
H -2.723 1.982 2.823  0.67
H -1.657 3.439 2.855  0.23
F -2.744 8.833 -1.730  -0.89
Li -0.325 1.069 5.622  0.73
F -0.249 -1.716 2.134  -0.78
K -2.463 5.521 -3.239  0.94
Br -2.537 2.411 6.057  -0.84
C -0.387 -7.538 -1.416  -1.03
Si 1.128 -6.419 -1.467  -0.05
C 2.006 -6.792 -3.108  -1.03
C 2.251 -7.004 -0.045  -0.81
N 0.658 -4.817 -1.303  0.12
Si 1.693 -3.501 -1.311  -0.26
C 2.618 -3.303 -2.984  -1.17
C 2.990 -3.524 0.058  -1.04
C 0.695 -1.934 -1.059  -0.67
H -0.100 -8.590 -1.516  0.27
H -0.920 -7.419 -0.471  0.26
H -1.067 -7.292 -2.234  0.25
H 2.118 -7.873 -3.253  0.37
H 3.011 -6.360 -3.144  0.29
H 1.426 -6.403 -3.946  0.23
H 1.811 -6.743 0.918  0.34
H 3.254 -6.561 -0.106  0.08
H 2.371 -8.101 -0.078  0.33
H 3.380 -4.074 -3.124  0.48
H 3.132 -2.325 -3.012  0.24
H 1.908 -3.351 -3.818  0.38
H 2.510 -3.709 1.019  0.29
H 3.510 -2.562 0.119  0.40
H 3.755 -4.289 -0.111  0.22
H 0.182 -1.968 -0.087  0.00
H -0.048 -1.824 -1.861  0.25
H 1.339 -1.046 -1.072  0.23
Na 3.225 -2.139 -5.258  0.99
Cl -4.057 -0.622 -0.356  -0.83
Cs -3.504 -3.094 -1.329  1.01
N 5.238 -8.502 0.861  -0.50
H 4.539 -8.331 1.591  0.39
H 5.897 -9.218 1.172  0.39
H 4.758 -8.815 0.012  0.36
H 5.739 -7.633 0.665  0.36

Computed properties:
2S+1	1
frontier orbital gap	4.1701	eV
net charge	+1
electronic energy	-210148.4638	eV
lowest unoccupied orbital energy	-4.43	eV